{"formula": "C3H6N4O", "method": "ωB97M-V/def2-TZVPD", "smiles": "[H]/N=C(N)\\N=C(\\N)C=O", "relative_energy_kj_mol": 140.0, "fmax_ev_per_a": 4.93, "gap_ha": 0.3189, "e_tot_ha": -412.15563, "symbols": ["H", "N", "C", "N", "N", "C", "N", "C", "O", "H", "H", "H", "H", "H"], "xyz": [[-1.886, 0.555, -1.813], [-2.201, -0.109, -1.112], [-1.530, 0.124, -0.037], [-1.815, -0.564, 1.140], [-0.433, 1.007, 0.019], [0.761, 0.522, -0.031], [1.844, 1.242, 0.122], [1.057, -0.950, -0.282], [2.237, -1.323, -0.066], [-1.424, 0.021, 1.943], [-2.905, -0.642, 1.203], [2.813, 0.751, 0.313], [1.807, 2.244, 0.389], [0.217, -1.554, -0.588]]}

***

{"formula": "C3H6N4O", "method": "ωB97M-V/def2-TZVPD", "smiles": "NC1=NC(=O)NCN1", "relative_energy_kj_mol": 284.1, "fmax_ev_per_a": 7.29, "gap_ha": 0.3544, "e_tot_ha": -412.10073, "symbols": ["N", "C", "N", "C", "O", "N", "C", "N", "H", "H", "H", "H", "H", "H"], "xyz": [[1.366, 1.372, 1.475], [0.568, 0.598, 0.701], [0.414, 1.150, -0.498], [-0.504, 0.632, -1.506], [-0.976, 1.231, -2.431], [-0.527, -0.632, -1.427], [-0.854, -1.214, -0.091], [0.059, -0.732, 1.084], [1.985, 2.197, 1.103], [1.817, 0.770, 2.422], [-1.229, -0.762, -2.140], [-1.940, -0.910, 0.275], [-0.941, -2.204, -0.020], [0.761, -1.497, 1.053]]}

***

{"formula": "C3H6N4O", "method": "ωB97M-V/def2-TZVPD", "smiles": "[H]/N=c1\\ncn(NC)o1", "relative_energy_kj_mol": 374.7, "fmax_ev_per_a": 3.08, "gap_ha": 0.3386, "e_tot_ha": -412.06623, "symbols": ["H", "N", "C", "N", "C", "N", "N", "C", "O", "H", "H", "H", "H", "H"], "xyz": [[2.520, -2.072, 2.359], [2.006, -1.211, 2.478], [1.389, -1.012, 1.360], [1.195, -1.860, 0.298], [0.430, -1.196, -0.520], [0.147, 0.140, -0.168], [-1.136, 0.595, -0.195], [-1.362, 1.767, -1.013], [0.698, 0.151, 1.187], [0.171, -1.608, -1.489], [-1.758, -0.148, -0.485], [-0.627, 2.525, -0.743], [-2.334, 2.298, -0.931], [-1.338, 1.631, -2.136]]}

***

{"formula": "C3H6N4O", "method": "ωB97M-V/def2-TZVPD", "relative_energy_kj_mol": 531.9, "fmax_ev_per_a": 9.79, "gap_ha": 0.3434, "e_tot_ha": -412.00635, "symbols": ["C", "C", "C", "H", "H", "H", "H", "H", "H", "N", "N", "N", "N", "O"], "xyz": [[0.652, 0.773, -2.507], [-1.051, 0.021, 0.490], [1.162, -0.920, 1.162], [0.036, 1.498, -2.976], [1.909, 0.586, -2.714], [-0.933, 1.563, -0.723], [-0.653, -1.443, 2.028], [1.605, -1.664, 1.861], [2.725, -0.183, 0.850], [0.280, 0.111, -1.436], [-0.862, 0.246, -0.772], [-0.224, -0.804, 1.279], [1.803, 0.116, 0.601], [-2.030, 0.339, 1.137]]}

***

{"formula": "C3H6N4S", "method": "ωB97M-V/def2-TZVPD", "relative_energy_kj_mol": 528.0, "fmax_ev_per_a": 5.02, "gap_ha": 0.2695, "e_tot_ha": -734.94470, "symbols": ["C", "C", "C", "H", "H", "H", "H", "H", "H", "N", "N", "N", "N", "S"], "xyz": [[1.089, -0.707, -1.360], [0.161, 0.265, 0.686], [-0.755, 1.110, 2.695], [-1.793, -0.022, -0.866], [-1.091, -0.759, -1.902], [2.396, -0.396, -1.053], [1.606, -1.816, -2.765], [1.125, -0.031, 0.961], [-0.044, 0.371, 3.345], [-0.946, 0.150, -1.406], [0.016, -0.251, -0.556], [0.749, -1.297, -2.420], [-0.717, 0.866, 1.389], [-1.796, 2.516, 3.253]]}

***

{"formula": "C3H6N4S", "method": "ωB97M-V/def2-TZVPD", "smiles": "[S-][n+]1nnc[nH]1.C=C", "relative_energy_kj_mol": 466.0, "fmax_ev_per_a": 3.36, "gap_ha": [0.2985, 0.2985], "e_tot_ha": -734.96830, "symbols": ["S", "N", "N", "N", "C", "N", "H", "H", "C", "C", "H", "H", "H", "H"], "xyz": [[0.081, -2.374, -0.793], [-0.454, -1.619, 0.591], [-1.214, -2.025, 1.546], [-1.516, -1.080, 2.387], [-0.798, -0.009, 2.026], [-0.028, -0.298, 0.986], [-0.920, 1.008, 2.424], [0.219, 0.405, 0.287], [0.602, 1.425, -1.139], [0.897, 0.431, -1.995], [1.444, 1.972, -0.528], [-0.329, 1.962, -0.933], [1.908, 0.128, -2.284], [0.107, 0.073, -2.575]]}

***

{"formula": "C3H6N4S", "method": "ωB97M-V/def2-TZVPD", "relative_energy_kj_mol": 707.1, "fmax_ev_per_a": 5.05, "gap_ha": 0.2466, "e_tot_ha": -734.87649, "symbols": ["C", "C", "C", "H", "H", "H", "H", "H", "H", "N", "N", "N", "N", "S"], "xyz": [[-2.106, -0.396, -0.126], [-0.722, 0.204, -0.130], [0.485, -0.582, 0.057], [-2.211, -0.787, -1.238], [-2.229, -1.330, 0.653], [-3.083, 0.217, 0.151], [1.254, 2.622, 0.105], [3.541, 1.100, 1.237], [-0.399, -2.279, -0.013], [-0.443, 1.430, -0.030], [0.837, 1.618, -0.353], [1.467, 0.380, 0.009], [0.636, -1.890, -0.104], [2.972, -0.306, -0.217]]}

***

{"formula": "C3H6N6O3", "method": "ωB97M-V/def2-TZVPD", "smiles": "O=NN1CN(N=O)CN(N=O)C1", "relative_energy_kj_mol": 454.7, "fmax_ev_per_a": 2.03, "gap_ha": 0.3666, "e_tot_ha": -671.93747, "symbols": ["O", "N", "N", "C", "N", "N", "O", "C", "N", "N", "O", "C", "H", "H", "H", "H", "H", "H"], "xyz": [[1.390, -2.461, -1.286], [1.805, -1.401, -0.897], [1.156, -0.915, 0.195], [-0.215, -1.340, 0.507], [-1.290, -0.439, 0.072], [-2.161, -0.903, -0.800], [-2.932, -0.097, -1.275], [-1.086, 0.937, 0.503], [0.244, 1.319, 0.137], [0.275, 2.150, -0.936], [1.401, 2.316, -1.344], [1.389, 0.511, 0.439], [-0.467, -2.337, 0.145], [-0.221, -1.390, 1.611], [-1.825, 1.530, -0.018], [-1.286, 0.992, 1.567], [2.224, 0.891, -0.123], [1.599, 0.638, 1.503]]}

***

{"formula": "C3H6NO", "method": "ωB97M-V/def2-TZVPD", "total_charge": -1, "relative_energy_kj_mol": 158.2, "fmax_ev_per_a": 4.54, "gap_ha": [0.1704, 0.1700], "e_tot_ha": -247.74412, "symbols": ["C", "C", "C", "N", "O", "H", "H", "H", "H", "H", "H"], "xyz": [[-0.939, -1.124, 0.004], [-0.085, -0.253, 0.537], [0.524, 0.897, -0.115], [3.885, -0.740, -0.311], [3.431, 0.404, -0.003], [-1.393, -2.055, 0.584], [-1.122, -0.968, -0.960], [0.067, -0.481, 1.512], [0.239, 1.802, 0.328], [0.239, 0.688, -1.230], [1.679, 0.784, 0.143]]}

***

{"formula": "C3H6NO", "method": "ωB97M-V/def2-TZVPD", "total_charge": 1, "relative_energy_kj_mol": 484.8, "fmax_ev_per_a": 8.89, "gap_ha": [0.2940, 0.2973], "e_tot_ha": -247.43143, "symbols": ["C", "C", "C", "N", "O", "H", "H", "H", "H", "H", "H"], "xyz": [[-1.974, 1.479, 0.979], [0.002, -0.311, -0.429], [1.310, -0.937, -0.558], [-0.245, 0.918, -0.577], [-1.289, 1.599, -0.282], [-2.867, 2.203, 1.055], [-1.827, 0.632, 1.599], [-0.705, -1.119, -0.042], [1.897, -0.808, 0.259], [1.911, -0.627, -1.426], [1.111, -2.013, -0.614]]}

***

{"formula": "C3H6NO", "method": "ωB97M-V/def2-TZVPD", "total_charge": 1, "smiles": "O=C1C[NH2+]C1", "relative_energy_kj_mol": 134.6, "fmax_ev_per_a": 3.82, "gap_ha": 0.3932, "e_tot_ha": -247.56481, "symbols": ["O", "C", "C", "N", "C", "H", "H", "H", "H", "H", "H"], "xyz": [[-2.110, 0.359, 1.876], [-1.240, 0.255, 1.093], [-0.903, -0.751, -0.229], [0.411, -0.114, -0.267], [0.065, 0.959, 0.718], [-0.795, -1.755, 0.157], [-1.504, -0.705, -1.125], [1.155, -0.524, 0.320], [0.598, 0.384, -1.166], [-0.071, 1.983, 0.097], [0.886, 1.112, 1.401]]}

***

{"formula": "C3H6NO2", "method": "ωB97M-V/def2-TZVPD", "total_charge": -1, "relative_energy_kj_mol": 149.6, "fmax_ev_per_a": 4.28, "gap_ha": 0.3060, "e_tot_ha": -323.16129, "symbols": ["C", "C", "N", "H", "H", "H", "H", "H", "O", "C", "O", "H"], "xyz": [[-1.207, -0.819, 1.091], [0.093, -0.736, 1.588], [1.220, -0.253, 0.993], [-1.474, -0.279, 0.180], [-2.072, -1.218, 1.596], [0.101, -1.031, 2.698], [1.089, -0.054, -0.012], [1.819, 0.352, 1.497], [-0.671, 0.541, -3.348], [0.115, 1.009, -2.413], [0.958, 0.344, -1.641], [0.030, 2.143, -2.229]]}